Formula: C49H55CoN7O3P
Source: OMol25
Level of theory: wB97M-V/def2-TZVPD

Each line ends with the Mulliken charge.
Atoms and positions in Å:
Co 0.743 0.673 0.280  -0.66
C 3.585 0.341 -3.890  -1.78
C 3.024 -0.368 -2.661  1.73
C 3.597 -1.777 -2.528  -1.57
C 3.241 0.485 -1.406  -0.26
C 4.691 0.564 -0.925  -0.75
O 4.716 -0.202 0.277  -0.53
C 3.421 -0.431 0.659  0.68
N 2.522 -0.031 -0.240  0.73
C 3.254 -1.081 1.898  -0.67
C 4.423 -1.379 2.671  -1.05
C 4.369 -2.136 3.802  -0.61
C 3.138 -2.679 4.248  -1.11
C 1.994 -2.370 3.548  -0.48
C 1.992 -1.534 2.425  1.19
P 0.454 -1.212 1.551  1.35
C 0.157 -2.907 0.889  1.42
C 0.990 -3.279 -0.166  0.14
C 0.934 -4.550 -0.705  -0.11
C 0.040 -5.486 -0.193  -0.84
C -0.781 -5.131 0.866  -0.80
C -0.720 -3.850 1.408  -0.69
C -0.838 -1.074 2.846  1.24
C -2.172 -1.250 2.484  -1.24
C -3.193 -1.105 3.411  -0.96
C -2.892 -0.777 4.726  -0.80
C -1.570 -0.578 5.094  -0.92
C -0.553 -0.713 4.161  -0.50
H 3.306 -0.186 -4.804  0.49
H 4.677 0.390 -3.857  0.31
H 3.204 1.362 -3.961  0.36
H 1.941 -0.452 -2.779  -0.17
H 4.674 -1.790 -2.718  0.40
H 3.122 -2.457 -3.238  0.40
H 3.433 -2.174 -1.527  0.29
H 2.871 1.484 -1.632  -0.12
H 4.996 1.587 -0.697  0.16
H 5.404 0.115 -1.619  0.47
H 5.373 -1.000 2.323  0.45
H 5.280 -2.339 4.353  0.39
H 3.094 -3.318 5.119  0.41
H 1.052 -2.790 3.886  0.45
H 1.667 -2.542 -0.579  -0.82
H 1.588 -4.812 -1.528  0.52
H -0.007 -6.484 -0.611  0.41
H -1.474 -5.853 1.282  0.42
H -1.362 -3.606 2.244  0.40
H -2.416 -1.505 1.460  0.60
H -4.222 -1.250 3.106  0.41
H -3.685 -0.663 5.454  0.36
H -1.325 -0.298 6.111  0.41
H 0.473 -0.543 4.458  0.39
O 3.162 2.814 0.930  -0.71
C 2.259 3.232 0.227  -0.51
N 1.285 2.493 -0.399  1.97
C 0.588 3.307 -1.266  -0.89
O -0.193 2.959 -2.127  -0.70
C 1.011 4.732 -1.024  0.44
C 0.517 5.926 -1.499  -0.35
C 1.111 7.096 -1.027  -0.60
C 2.168 7.049 -0.121  -0.56
C 2.660 5.830 0.345  -0.56
C 2.053 4.685 -0.122  0.07
H -0.310 5.947 -2.197  0.47
H 0.739 8.058 -1.358  0.40
H 2.609 7.974 0.230  0.40
H 3.478 5.778 1.052  0.51
C -3.322 -4.971 -2.856  -1.27
C -2.953 -4.516 -4.266  0.87
C -1.669 -5.194 -4.735  -1.45
C -2.858 -2.990 -4.352  -1.37
N -1.909 -2.433 -3.409  0.89
C -2.100 -1.964 -2.172  -0.94
N -0.947 -1.634 -1.654  0.42
N -0.036 -1.893 -2.619  0.31
N -0.595 -2.368 -3.669  -1.31
H -3.525 -6.042 -2.841  0.45
H -4.210 -4.456 -2.484  0.33
H -2.503 -4.783 -2.158  0.12
H -3.765 -4.795 -4.948  0.30
H -0.835 -4.938 -4.082  0.24
H -1.403 -4.889 -5.749  0.37
H -1.789 -6.278 -4.725  0.43
H -3.826 -2.537 -4.135  0.39
H -2.546 -2.674 -5.348  0.43
H -3.059 -1.897 -1.693  0.50
C -2.670 1.349 -2.227  -1.40
C -3.382 1.695 -0.920  -0.06
C -3.675 0.430 -0.118  -0.72
C -2.671 2.747 -0.086  1.02
C -3.148 4.040 -0.191  -0.50
C -2.642 5.074 0.590  -1.40
C -1.725 4.768 1.586  -0.87
C -1.219 3.491 1.759  0.47
C -0.538 3.249 3.100  0.60
C 0.664 2.318 3.199  -1.28
C -1.644 2.772 4.057  -1.50
C -1.554 2.461 0.794  -0.16
N -0.856 1.352 0.643  1.12
H -3.285 0.655 -2.813  0.51
H -1.701 0.898 -2.022  -0.10
H -2.488 2.241 -2.823  0.43
H -4.345 2.148 -1.181  0.76
H -2.739 -0.084 0.090  -0.76
H -4.343 -0.228 -0.684  0.56
H -4.157 0.660 0.835  0.43
H -3.936 4.246 -0.907  0.38
H -3.004 6.087 0.469  0.35
H -1.414 5.545 2.278  0.40
H -0.206 4.235 3.445  0.60
H 0.447 1.338 2.783  -0.19
H 0.931 2.192 4.253  0.67
H 1.538 2.711 2.686  0.03
H -2.022 1.801 3.732  0.10
H -2.480 3.474 4.071  0.42
H -1.257 2.666 5.074  0.47

Output
- relative energy (zero: lowest compared OMol25 entry of this formula, charge and spin) (kJ/mol) = 27.6
- LUMO (spin up / spin down) (eV) = 2.2 / 2.2
- HOMO (spin up / spin down) (eV) = -2.06 / -4.70
- multiplicity = 4
- charge = -1
- gap between HOMO and LUMO (spin up / spin down) (eV) = 4.288 / 6.926
- DFT total energy (eV) = -115195.7710